(1)
Entry from OMol25: a cluster of 2 separate species, C2H8S3 in total at a distorted geometry (the ωB97M-V functional and the def2-TZVPD basis).

Geometry as XYZ:
```
13
Properties=species:S:1:pos:R:3:forces:R:3:mulliken_spin:R:1
C -2.431 -0.356 1.431 -0.645 0.046 -0.335 -0.0399
S -2.974 -1.309 0.002 0.122 0.286 0.105 0.6768
H -2.112 -1.073 2.187 0.487 0.163 0.019 0.0439
H -1.692 0.352 1.063 0.409 -0.138 0.379 0.0213
H -3.270 0.205 1.840 -0.144 -0.170 -0.188 0.0016
H -1.741 -1.513 -0.504 -0.036 -0.080 0.005 -0.0153
C 2.326 0.253 -1.737 0.555 -0.469 -0.693 -0.0108
S 0.880 0.214 -0.679 0.141 -0.143 0.513 0.2481
S 1.379 1.712 0.675 -0.291 -0.487 -0.362 0.0420
H 2.644 -0.661 -2.243 -0.984 -0.674 0.282 0.0065
H 3.209 0.417 -1.121 -0.165 0.955 -0.143 0.0009
H 2.089 0.905 -2.574 0.588 0.642 0.317 0.0141
H 1.692 0.854 1.660 -0.039 0.069 0.102 0.0108
```
Forces are in eV/Å.

Output
Kohn-Sham gap (spin up / spin down): 10.134 / 3.346 eV
expectation value of S²: 0.75
HOMO level (spin up / spin down): -13.62 / -12.42 eV
E: -34699.9293 eV
energy above the lowest of the compared OMol25 structures with the same formula, charge and spin: 64.6 kJ/mol
2S+1: 2
charge: +1
LUMO level (spin up / spin down): -0.128 / -0.334 Ha

***

(2)
Entry from OMol25: the molecule C10H15N3O4 (the ωB97M-V functional and the def2-TZVPD basis).

Geometry as XYZ:
```
32
Properties=species:S:1:pos:R:3:forces:R:3:nbo_charge:R:1
C 0.926 0.943 1.730 0.153 -0.082 0.182 -0.6099
C 2.061 0.023 2.159 0.016 0.030 -0.237 -0.3908
C 2.586 -0.849 1.019 -0.344 -0.049 0.112 -0.4221
C 1.538 -1.803 0.445 0.628 -0.317 0.121 -0.0836
O 0.686 -1.170 -0.515 -0.263 0.198 0.192 -0.5234
C 1.092 -1.195 -1.785 -0.040 -0.019 -0.593 0.8041
O 2.112 -1.715 -2.157 0.129 -0.025 0.041 -0.5973
C 0.105 -0.528 -2.721 0.069 0.091 0.122 -0.5027
C -0.440 0.799 -2.199 0.074 -0.124 -0.099 -0.4331
C -1.456 0.643 -1.116 -0.188 -0.109 0.031 0.1152
N -2.123 -0.444 -0.998 0.440 0.236 -0.460 -0.1735
N -3.029 -0.567 -0.026 -0.333 -0.170 0.286 -0.4284
C -3.341 0.384 0.919 0.104 -0.055 -0.175 0.7594
O -4.154 0.209 1.788 -0.244 -0.021 0.281 -0.6007
N -2.625 1.554 0.756 0.016 0.186 0.091 -0.6314
C -1.670 1.799 -0.217 -0.291 -0.052 0.255 0.6298
O -1.099 2.861 -0.292 0.083 -0.025 -0.109 -0.5671
H 0.084 0.360 1.367 -0.141 -0.010 -0.035 0.1933
H 0.591 1.549 2.569 -0.093 0.097 0.032 0.2118
H 1.249 1.612 0.936 -0.028 0.094 -0.120 0.2092
H 2.888 0.625 2.543 -0.005 -0.031 0.100 0.2046
H 1.717 -0.623 2.970 0.064 -0.012 0.076 0.1922
H 3.421 -1.448 1.387 0.053 -0.024 -0.079 0.2157
H 2.961 -0.220 0.209 0.099 -0.041 -0.047 0.2122
H 2.034 -2.646 -0.047 -0.156 0.098 0.142 0.2123
H 0.873 -2.171 1.229 0.013 0.025 -0.070 0.1877
H -0.727 -1.219 -2.870 0.053 -0.049 -0.076 0.2480
H 0.614 -0.381 -3.674 -0.033 -0.072 0.099 0.2393
H 0.362 1.436 -1.820 -0.045 0.024 -0.061 0.2412
H -0.911 1.343 -3.024 0.093 0.057 0.030 0.2367
H -3.507 -1.459 0.016 0.096 0.299 0.076 0.4162
H -2.818 2.298 1.419 0.018 -0.151 -0.107 0.4348
```
Forces are in eV/Å.

Output
Kohn-Sham gap: 9.981 eV
structure (SMILES): CCCCOC(=O)CCc1n[nH]c(=O)[nH]c1=O
HOMO level: -9.84 eV
E: -23274.7118 eV
energy above the lowest of the compared OMol25 structures with the same formula, charge and spin: 1.2 kJ/mol
charge: 0
LUMO level: 0.005 Ha